{"formula": "C34H99N3O25", "method": "the ωB97M-V functional and the def2-TZVPD basis", "lumo_ev": 0.140, "spin_multiplicity": 1, "fmax_ha_per_bohr": 0.075, "e_homo_ev": -9.11, "orbital_gap_ev": 9.3, "elements": ["C", "C", "O", "O", "H", "H", "H", "H", "H", "H", "C", "C", "O", "O", "H", "H", "H", "H", "H", "H", "C", "C", "O", "O", "H", "H", "H", "H", "H", "H", "C", "C", "O", "O", "H", "H", "H", "H", "H", "H", "C", "C", "O", "O", "H", "H", "H", "H", "H", "H", "C", "C", "O", "O", "H", "H", "H", "H", "H", "H", "C", "C", "O", "O", "H", "H", "H", "H", "H", "H", "C", "C", "O", "O", "H", "H", "H", "H", "H", "H", "C", "C", "O", "O", "H", "H", "H", "H", "H", "H", "C", "C", "O", "O", "H", "H", "H", "H", "H", "H", "C", "C", "O", "O", "H", "H", "H", "H", "H", "H", "C", "C", "C", "O", "C", "N", "H", "H", "H", "H", "H", "H", "H", "H", "H", "H", "H", "C", "C", "C", "O", "C", "N", "H", "H", "H", "H", "H", "H", "H", "H", "H", "H", "H", "C", "C", "C", "O", "C", "N", "H", "H", "H", "H", "H", "H", "H", "H", "H", "H", "H"], "xyz": [[-0.323, 0.897, -4.770], [-1.271, 1.038, -5.954], [-2.511, 0.866, -5.437], [-0.441, 1.949, -3.827], [0.672, 0.788, -5.202], [-0.331, -0.038, -4.209], [-1.100, 0.353, -6.784], [-1.319, 2.074, -6.290], [-2.658, 1.388, -4.644], [-0.172, 2.766, -4.252], [3.256, -2.821, -1.551], [2.847, -2.668, -3.020], [3.073, -1.327, -3.403], [3.004, -4.162, -1.295], [2.624, -2.290, -0.840], [4.254, -2.467, -1.292], [1.785, -2.890, -3.124], [3.291, -3.380, -3.716], [2.474, -0.765, -2.906], [3.775, -4.432, -0.791], [-3.510, -1.599, -3.293], [-2.051, -2.004, -2.939], [-2.177, -3.106, -1.984], [-4.045, -2.516, -4.211], [-3.439, -0.653, -3.830], [-4.156, -1.552, -2.417], [-1.645, -1.066, -2.562], [-1.571, -2.209, -3.897], [-1.311, -3.483, -1.811], [-4.863, -2.166, -4.570], [1.187, -4.010, 5.095], [0.744, -4.288, 3.701], [-0.646, -4.169, 3.609], [1.382, -2.648, 5.342], [2.195, -4.397, 5.242], [0.583, -4.547, 5.826], [0.998, -5.318, 3.448], [1.199, -3.615, 2.975], [-1.112, -4.649, 2.921], [1.960, -2.196, 4.723], [-2.185, -0.979, 5.046], [-3.107, -2.118, 4.697], [-2.679, -3.283, 5.269], [-2.263, -0.477, 6.408], [-2.568, -0.147, 4.455], [-1.146, -1.168, 4.776], [-3.158, -2.238, 3.615], [-4.135, -1.909, 4.991], [-2.000, -3.597, 4.668], [-1.421, -0.061, 6.607], [-3.819, -4.155, 1.417], [-2.579, -4.662, 0.703], [-2.047, -5.799, 1.376], [-4.987, -5.030, 1.392], [-4.128, -3.175, 1.054], [-3.484, -4.063, 2.451], [-1.790, -3.911, 0.720], [-2.964, -4.925, -0.282], [-2.814, -6.377, 1.378], [-5.352, -4.903, 0.514], [-6.186, 0.186, 0.299], [-4.868, -0.035, 0.970], [-5.077, -0.792, 2.155], [-6.636, -0.999, -0.382], [-6.190, 0.992, -0.434], [-6.894, 0.569, 1.034], [-4.457, 0.910, 1.326], [-4.174, -0.395, 0.210], [-5.620, -0.235, 2.717], [-7.179, -1.491, 0.237], [-0.783, -6.934, -2.071], [0.240, -5.804, -2.211], [0.123, -4.748, -1.338], [-0.554, -7.596, -0.904], [-0.694, -7.574, -2.949], [-1.807, -6.561, -2.105], [0.358, -5.466, -3.241], [1.184, -6.298, -1.983], [0.949, -4.543, -0.894], [-0.565, -6.853, -0.296], [4.338, 2.619, -3.537], [3.697, 2.375, -4.875], [4.644, 2.452, -5.889], [3.373, 2.680, -2.439], [4.769, 3.619, -3.480], [5.167, 1.974, -3.244], [2.765, 2.931, -4.969], [3.293, 1.369, -4.765], [4.904, 3.372, -5.975], [3.783, 2.757, -1.574], [1.780, 1.613, 2.927], [1.711, 0.794, 4.243], [2.688, -0.218, 4.229], [2.999, 2.357, 3.012], [0.945, 2.311, 2.868], [1.771, 0.929, 2.078], [0.750, 0.293, 4.358], [1.894, 1.538, 5.019], [3.525, 0.175, 4.487], [3.718, 1.720, 2.995], [-4.266, 3.046, -2.341], [-2.904, 2.916, -1.686], [-3.038, 2.616, -0.250], [-4.351, 2.653, -3.675], [-4.635, 4.071, -2.318], [-4.971, 2.435, -1.777], [-2.403, 3.875, -1.812], [-2.321, 2.159, -2.209], [-2.201, 2.842, 0.161], [-5.053, 3.206, -4.025], [1.784, 6.555, 1.313], [0.535, 6.061, 0.503], [-0.674, 5.777, 1.423], [-1.824, 5.371, 0.607], [-2.978, 5.075, 1.444], [0.122, 7.131, -0.401], [1.761, 7.522, 1.816], [2.667, 6.722, 0.695], [2.005, 5.763, 2.029], [0.714, 5.204, -0.147], [-0.972, 6.681, 1.955], [-0.426, 4.971, 2.114], [-3.767, 4.754, 0.765], [-3.147, 5.977, 2.032], [-2.765, 4.229, 2.098], [-0.101, 7.926, 0.182], [-0.748, 6.904, -0.861], [6.084, 3.528, 1.772], [5.893, 2.688, 0.534], [6.094, 1.135, 0.626], [5.382, 0.600, 1.731], [5.326, -0.791, 1.746], [4.521, 2.910, 0.083], [7.021, 3.504, 2.328], [5.416, 3.221, 2.577], [5.962, 4.584, 1.533], [6.522, 3.039, -0.284], [7.152, 0.891, 0.712], [5.664, 0.768, -0.307], [4.332, -1.167, 1.989], [6.080, -1.184, 2.427], [5.495, -1.223, 0.759], [4.222, 3.862, 0.240], [3.963, 2.356, 0.717], [0.622, 1.848, -0.305], [1.128, 0.410, -0.552], [0.115, -0.631, -0.189], [-0.323, -0.393, 1.155], [-1.378, -1.207, 1.545], [1.638, 0.400, -1.938], [-0.062, 2.095, -1.117], [1.441, 2.566, -0.342], [0.059, 1.999, 0.616], [2.036, 0.279, 0.037], [0.337, -1.676, -0.405], [-0.725, -0.428, -0.853], [-1.768, -0.619, 2.376], [-1.097, -2.174, 1.963], [-2.147, -1.245, 0.774], [0.896, 0.799, -2.495], [2.348, 1.115, -2.009]], "forces_ev_per_a": [[1.9842, -0.5107, -1.3580], [0.5634, 0.7868, 1.5278], [-3.5187, -1.5342, 0.1495], [-0.2042, -0.1486, -0.0470], [0.6971, 0.7392, 0.0974], [-1.0716, -0.0844, -0.0858], [0.1126, -0.0458, 0.1888], [1.2501, 0.3177, -0.6465], [0.0502, 0.3598, 0.0182], [0.0830, 0.1798, -0.0089], [-1.0763, 0.6199, -0.8274], [-0.3789, 1.7953, 0.5332], [1.1650, -0.9646, -1.4629], [0.9319, -1.9225, 1.2003], [-0.3757, 0.8090, -0.4687], [0.4092, -0.3539, -0.5530], [-0.3891, -0.1555, 0.3671], [0.7493, 0.1804, 0.3046], [-0.6759, 0.5172, 0.7418], [-0.2348, -0.8219, 0.1382], [0.9984, 0.0447, -0.5196], [-2.7536, -0.2360, 0.4477], [0.3934, 1.5819, -1.1442], [-0.1731, -1.0021, -0.4222], [-0.0570, 0.4133, 0.4499], [0.2332, 0.2338, 0.3329], [0.5353, -0.2696, 0.6297], [0.2802, -0.6215, 0.1617], [0.4753, -0.2949, 0.0917], [0.0012, 0.0495, 0.0385], [2.1666, 0.0010, -0.3432], [-0.4459, -1.1723, -0.7857], [-1.4299, 0.9512, 0.5282], [-1.5382, 1.2223, 1.2852], [0.1416, -0.9466, -0.3064], [-0.4335, 0.7528, 0.0888], [0.3467, -0.1238, -0.1051], [0.4128, 0.1308, 0.0202], [0.5099, -0.6432, -0.4307], [0.1729, -0.2494, -0.2680], [-0.5773, 1.8203, 0.0628], [-0.1450, 0.7974, 0.2404], [-0.1063, -1.5557, 0.6935], [-0.1601, -0.9184, -0.3955], [0.2634, 0.3010, -0.5628], [0.0139, -0.3519, -0.0309], [0.1158, 0.4458, -0.3037], [-0.0349, 0.1534, 0.3091], [0.6052, -0.5311, 0.2439], [0.0185, -0.1106, 0.0269], [-0.1415, 0.2119, 0.8502], [-1.1110, 0.0397, -0.1228], [-0.0952, 0.0974, -0.2079], [1.5282, 0.3526, -0.1338], [0.2038, 0.1300, -0.0450], [-0.6480, 0.0768, 0.3328], [-0.2691, 0.0539, -0.4802], [0.8739, 0.0155, -0.5442], [0.0478, -0.7188, 0.4348], [-0.2592, -0.1399, -0.1335], [-0.5611, 0.1805, -0.7810], [-0.3210, 1.5245, 0.3867], [0.5514, -1.1337, -0.3801], [-0.0748, 0.6004, 0.4635], [0.5240, -0.0917, -0.2697], [-0.3911, -0.3908, 0.2665], [0.0913, 0.4183, -0.5177], [0.1706, -0.8901, 0.6218], [0.0112, -0.0476, 0.1647], [0.0565, -0.1965, 0.0162], [-0.3140, 1.6529, -1.8562], [1.4075, -1.7038, -1.3136], [-1.4254, 1.3581, 1.2706], [0.1989, -0.8152, 1.3621], [0.2769, -0.2746, 0.1376], [-0.2759, 0.3466, -0.0659], [-0.4310, 0.2122, -0.2293], [0.2489, -0.2130, -0.1654], [0.4013, -0.1564, -0.2599], [-0.0644, -0.2566, 1.0992], [0.0702, 1.9510, 2.5929], [-0.7844, -1.4773, 1.7971], [-0.1099, 0.0421, -0.5588], [-0.9665, -0.7113, -2.2069], [0.3794, 0.3372, -0.6796], [-0.1848, -0.6309, -0.5506], [0.2604, 0.8761, -0.3486], [0.3484, -0.5187, -0.7211], [0.0982, 0.1092, -0.0853], [1.0468, 0.0158, 0.6081], [0.3408, -0.7216, 1.3482], [-0.7529, 0.7417, -1.2334], [0.5069, -0.3477, 0.0767], [-0.3144, 0.3664, -0.4943], [0.1235, 0.0648, -0.0630], [-0.0572, 0.1104, -0.0535], [-0.0461, 0.1180, 0.0950], [-0.1537, -0.2515, 0.4059], [0.1371, -0.1370, 0.1154], [0.2946, -0.1689, -0.2582], [-1.0817, 0.1069, 1.4860], [0.1920, 0.2232, 0.4771], [-0.4087, 0.0002, -1.7445], [0.6807, -0.2865, -1.0148], [0.1733, 0.2294, 0.6059], [-0.0635, -0.0500, 0.4156], [0.3536, -0.0246, 0.1734], [0.0246, -0.1951, 0.1210], [0.1943, 0.1206, -0.0626], [0.0888, -0.2947, -0.5149], [-0.1439, -1.1139, -0.5407], [-0.8341, 1.7612, 0.3629], [-0.3250, -0.9488, -0.9434], [0.6125, -0.2705, 0.9159], [1.3661, 0.3014, -0.8065], [0.4114, 0.4932, -0.3921], [-1.0487, -0.0630, 0.2221], [-0.1047, -0.5617, -0.4774], [0.2994, 0.1789, 0.2553], [0.4197, -0.2877, 0.4225], [0.2128, 0.1314, 0.2746], [-0.1401, -0.0985, 0.3432], [-0.0880, 0.4655, 0.2386], [-0.6513, -0.1167, 0.0891], [0.0792, -0.0283, 0.2317], [0.0401, 0.4049, -0.0242], [-0.0962, -0.2817, -0.0854], [0.8051, 0.0231, 1.3522], [0.0763, -0.5125, -0.1798], [-0.1620, 1.5197, 0.2344], [-0.5042, 1.0447, -0.1004], [0.0458, -1.0126, -0.3573], [-0.5611, -0.6343, -0.2471], [0.6444, -0.3817, -0.6291], [-0.6070, 0.2165, -0.3361], [-0.3820, -0.0216, -0.0012], [0.4215, -0.1068, 0.1036], [0.1211, -0.0483, -0.1055], [0.1648, -0.3804, -0.1331], [-0.0915, 0.3467, 0.5454], [-0.0479, -0.2013, 0.1052], [0.3416, 0.1075, -0.2547], [0.1207, 0.2551, 0.1382], [-0.5965, -0.0099, 0.1554], [-0.5888, -0.1792, 0.1802], [1.7378, 1.3647, 0.2097], [-1.3072, 0.6079, -0.2067], [1.7274, -0.1732, -1.3154], [-0.7890, 0.9577, 1.0597], [-1.2157, -0.8821, 0.3100], [-0.0590, 0.0943, -0.1760], [0.0866, -0.0661, -0.0148], [0.1854, -0.2021, 0.1774], [0.0333, -0.2339, 0.4516], [0.6668, -0.1582, 0.3129], [-0.5513, -0.0037, -0.1090], [-0.5720, -0.4022, 0.1587], [0.2071, -0.2605, -0.3749], [-0.0470, -0.4166, -0.1069], [-0.2591, 0.0195, -0.4266], [0.4465, 0.2893, 0.0231]], "mulliken_charge": [0.118, -0.437, -0.522, -0.325, 0.119, -0.101, 0.402, 0.241, 0.167, 0.219, 0.284, -0.244, -0.591, -0.471, -0.289, 0.339, -0.033, 0.380, 0.535, 0.269, -0.611, 0.962, -0.198, -0.600, 0.369, 0.250, -0.745, 0.539, -0.138, 0.334, -0.745, -0.224, -0.412, -0.416, 0.383, 0.339, 0.316, 0.248, 0.192, 0.139, 0.116, 0.294, -0.578, -0.627, 0.219, -0.089, -0.426, 0.422, 0.425, 0.335, -0.287, 0.505, -0.589, -0.609, 0.242, 0.152, -0.465, 0.206, 0.377, 0.382, -0.709, 0.434, -0.398, -0.543, 0.133, 0.439, 0.300, -0.307, 0.332, 0.295, -0.547, -0.480, -0.215, -0.595, 0.434, 0.157, 0.403, 0.366, 0.093, 0.325, -0.464, -0.224, -0.533, -0.550, 0.481, 0.272, 0.197, 0.027, 0.350, 0.407, 0.445, -0.264, -0.442, -0.518, 0.084, -0.165, -0.113, 0.382, 0.278, 0.155, -0.501, 0.716, -0.165, -0.480, 0.394, -0.020, 0.282, -0.356, -0.122, 0.314, -1.438, 0.991, -0.629, -0.198, -0.755, -0.826, 0.370, 0.389, 0.280, -0.221, 0.429, 0.223, 0.146, 0.370, 0.321, 0.314, 0.294, -1.236, 0.236, -0.881, -0.137, -0.779, -0.124, 0.416, 0.090, 0.412, 0.329, 0.429, 0.482, 0.166, 0.314, 0.319, 0.125, -0.229, -0.932, 0.899, 0.176, -0.103, 1.227, 0.410, 0.473, -0.068, 0.349, -0.127, -0.187, -0.778, -0.513, -0.146, -0.301, -0.352, 0.151]}